Below is a structure of composition C33H60AlF3O16P3S at a distorted geometry, with properties calculated with the ωB97M-V functional and the def2-TZVPD basis.

Last column: Mulliken charge in e.
Cartesian coordinates (Å):
C  -6.5058  -5.4636  -6.2081  -0.54
C  -6.2805  -6.2499  -5.1950  -0.15
C  -6.1458  -7.3671  -4.0245  -0.38
Al  -4.1990  -7.9573  -3.7075  -0.12
C  -3.6590  -9.8786  -4.1995  -0.63
S  -4.3425  -11.1762  -3.0715  0.80
O  -3.9518  -10.9646  -1.6242  -0.56
O  -3.8872  -12.5352  -3.6156  -0.64
O  -2.8279  -6.9640  -4.5318  -0.60
C  -2.1531  -6.1230  -3.5339  0.61
C  -0.5872  -6.4795  -3.5270  -1.16
C  0.3695  -5.3864  -2.8240  -0.66
C  -0.0809  -3.8550  -3.0213  0.08
P  0.8127  -2.7515  -1.7320  0.98
O  2.2276  -2.4862  -2.3448  -0.80
O  1.0407  -3.6440  -0.2944  -0.42
C  1.2658  -2.7975  0.8708  0.16
C  2.2576  -3.6551  1.8552  -1.16
O  0.0887  -1.2167  -1.5331  -0.17
C  -1.3032  -1.2944  -1.1053  0.65
C  -1.5713  -0.7799  0.4062  -0.92
C  -2.9913  -6.0605  -2.1446  1.88
C  -3.9607  -4.7975  -2.3824  -0.98
O  -4.9600  -4.5856  -1.3358  -0.40
C  -5.2328  -3.1566  -1.3973  0.46
C  -5.6227  -2.5230  -2.8078  -0.03
C  -5.8996  -1.0041  -3.0402  -0.43
C  -5.7849  -0.0328  -1.8158  -0.49
C  -5.4112  -0.6501  -0.4288  -0.35
C  -5.1264  -2.1877  -0.1771  -0.45
C  -2.2254  -6.0431  -0.7316  0.07
F  -1.2701  -7.1051  -0.5596  -0.28
F  -1.6805  -4.7392  -0.4845  -0.06
F  -3.2085  -6.2557  0.3175  -0.30
O  -3.7926  -7.2831  -2.0180  -0.57
H  -6.5070  -4.7852  -7.1346  0.32
H  -6.8541  -8.2661  -4.2118  0.38
H  -6.5318  -6.8682  -3.0508  0.24
H  -4.0692  -10.0751  -5.2568  0.31
H  -2.5026  -9.9465  -4.2710  0.28
H  -5.7413  -11.1575  -3.2575  0.13
H  -2.3428  -5.0721  -3.9867  0.23
H  -0.4206  -7.4829  -2.9843  0.14
H  -0.2667  -6.5706  -4.6382  0.33
H  0.5271  -5.7128  -1.7380  0.28
H  1.4100  -5.4863  -3.3373  0.48
H  0.2032  -3.4021  -4.0447  0.44
H  -1.1990  -3.6519  -2.8731  -0.39
H  1.6671  -1.7504  0.6374  0.25
H  0.2526  -2.7635  1.4438  0.03
H  1.7364  -3.9260  2.8528  0.31
H  3.2804  -3.1599  1.9990  0.30
H  2.4638  -4.6786  1.3397  0.29
H  -1.8980  -0.5668  -1.7935  0.32
H  -1.7978  -2.3206  -1.2330  -0.65
H  -2.4696  -1.3739  0.8379  0.14
H  -0.6613  -0.8518  1.0969  0.32
H  -1.9088  0.3321  0.4312  0.23
H  -3.2755  -3.8555  -2.3672  0.32
H  -4.4591  -4.9404  -3.4061  -0.14
H  -5.6830  -3.2052  -3.7447  0.27
H  -6.1395  -0.6480  -4.1139  0.33
H  -5.9578  1.1009  -1.9870  0.30
H  -5.3014  0.0680  0.4546  0.33
H  -4.8497  -2.6077  0.8506  0.42
O  1.7877  2.1833  0.2727  -0.70
P  0.8398  2.8899  -0.7076  1.18
O  1.9980  3.1270  -1.8670  -0.33
C  2.3187  2.0245  -2.7092  -0.35
C  1.2103  1.7435  -3.7068  -0.82
O  0.9301  4.3468  0.0900  -0.39
C  1.2053  4.4120  1.4841  -0.37
C  2.6836  4.6697  1.7205  -0.94
O  -0.2682  3.6296  -1.7890  -0.42
C  -0.3567  5.0337  -2.0176  -0.23
C  0.9007  5.6873  -2.5640  -0.90
H  2.5298  1.1387  -2.1032  0.29
H  3.2345  2.2854  -3.2466  0.30
H  0.3085  1.3893  -3.1981  0.09
H  1.5183  0.9797  -4.4243  0.42
H  0.9372  2.6513  -4.2523  0.25
H  0.8642  3.5083  1.9975  0.33
H  0.6245  5.2428  1.8965  0.29
H  3.3216  3.9815  1.1637  0.36
H  2.9276  4.5855  2.7825  0.27
H  2.9477  5.6765  1.3831  0.24
H  -0.7084  5.5395  -1.1150  0.27
H  -1.1491  5.1632  -2.7614  0.36
H  1.7156  5.6827  -1.8371  0.20
H  0.7010  6.7304  -2.8213  0.40
H  1.2574  5.1697  -3.4573  0.20
O  4.5843  6.6554  4.2099  -0.66
P  5.1450  7.8172  5.0426  1.11
O  5.9049  6.8559  6.1581  -0.29
C  7.1597  6.2946  5.7954  -0.38
C  8.2567  7.3438  5.7802  -0.96
O  3.7078  8.0901  5.8324  -0.37
C  2.4603  7.7491  5.2384  -0.32
C  1.9911  6.3922  5.7350  -1.11
O  5.7805  9.1748  5.8770  -0.43
C  5.2587  9.6861  7.1020  -0.19
C  5.2798  8.7210  8.2746  -0.89
H  7.0817  5.7991  4.8231  0.28
H  7.3980  5.5301  6.5396  0.31
H  8.0901  8.0709  4.9796  0.29
H  9.2340  6.8817  5.6222  0.40
H  8.2771  7.9000  6.7213  0.19
H  2.5193  7.7829  4.1467  0.31
H  1.7343  8.5120  5.5350  0.32
H  2.7621  5.6253  5.6442  0.27
H  1.1071  6.0616  5.1840  0.37
H  1.7361  6.4493  6.7976  0.33
H  4.2587  10.0962  6.9418  0.25
H  5.8941  10.5386  7.3614  0.36
H  4.5925  7.8846  8.1312  0.20
H  4.9786  9.2353  9.1903  0.40
H  6.2777  8.3018  8.4220  0.20

Values from the calculation:
Net charge   -1
F_max   9.26 eV/A
Gap between HOMO and LUMO   5.29 eV

***

Below is a structure of composition C33H60BGeIMoN8O3P, with properties calculated with the ωB97M-V functional and the def2-TZVPD basis.

Last column: Mulliken spin population.
Cartesian coordinates (Å):
Mo  0.0709  0.3549  0.4972  1.91
C  -3.4714  -2.0288  2.2377  0.00
C  -2.1465  -1.3647  2.6105  0.00
C  -1.1343  -2.4795  2.7940  0.03
C  -2.3781  -0.6030  3.9135  0.00
O  -1.6881  -0.4321  1.5055  -0.08
Ge  -3.3504  0.4016  0.6236  0.03
O  -3.7517  -0.8668  -0.5059  0.01
C  -4.6460  -1.5164  -1.4754  0.00
C  -3.8853  -1.7421  -2.7757  0.00
C  -5.8493  -0.6089  -1.6868  0.00
C  -5.0786  -2.8459  -0.8767  0.00
O  -1.2158  1.1785  -0.5819  0.09
C  -1.4659  1.5912  -2.0173  0.04
C  -2.9602  1.7955  -2.1902  0.00
C  -0.9417  0.4705  -2.9005  0.01
C  -0.7941  2.9147  -2.3259  0.00
H  -3.7052  -2.7570  3.0146  0.00
H  -4.3224  -1.3377  2.2313  0.00
H  -3.4309  -2.5542  1.2916  0.00
H  -1.4132  -3.0651  3.6688  0.00
H  -1.1036  -3.1554  1.9410  0.00
H  -0.1379  -2.0938  2.9675  -0.01
H  -3.1445  -1.1145  4.4927  0.00
H  -1.4939  -0.5640  4.5393  0.00
H  -2.7319  0.4098  3.7315  0.00
H  -3.7447  -0.8194  -3.3349  0.00
H  -2.9133  -2.1967  -2.5842  0.00
H  -4.4536  -2.4214  -3.4098  0.00
H  -5.5418  0.3701  -2.0566  0.00
H  -6.5267  -1.0450  -2.4208  0.00
H  -6.4026  -0.4760  -0.7566  0.00
H  -4.2336  -3.5256  -0.7514  0.00
H  -5.5669  -2.7013  0.0855  0.00
H  -5.7952  -3.3284  -1.5404  0.00
H  -3.5157  0.8729  -2.1024  0.00
H  -3.3459  2.5330  -1.4824  0.00
H  -3.1343  2.1967  -3.1897  0.00
H  -1.2908  -0.4981  -2.5459  -0.01
H  -1.3237  0.6159  -3.9105  0.00
H  0.1491  0.4697  -2.9456  0.00
H  -1.1689  3.7135  -1.6906  0.00
H  0.2865  2.8687  -2.2675  0.00
H  -1.0489  3.1706  -3.3543  0.00
C  -0.5042  -3.6482  -1.1097  0.00
C  -0.9553  -2.4640  -0.5365  0.01
N  0.0149  -1.5501  -0.5329  0.01
N  1.0989  -2.1153  -1.1393  -0.02
C  0.8047  -3.3950  -1.4415  0.01
B  2.4693  -1.4959  -0.8345  0.02
N  2.5308  -0.0225  -1.2740  0.01
C  3.4600  0.5881  -2.0340  0.03
C  3.2256  1.9448  -2.0248  0.01
C  2.1189  2.0959  -1.2009  0.06
N  1.6976  0.9116  -0.7520  -0.10
N  2.6047  -1.5809  0.7090  0.01
C  3.2786  -2.4107  1.5275  0.00
C  2.8777  -2.1986  2.8264  0.01
C  1.8980  -1.2227  2.7219  0.06
N  1.7080  -0.8557  1.4532  -0.13
N  3.6066  -2.2194  -1.6014  0.00
C  4.8489  -2.5144  -1.1768  0.00
C  5.5724  -3.1198  -2.1817  0.00
C  4.7169  -3.1508  -3.2648  0.00
N  3.5405  -2.6035  -2.9174  0.00
H  -1.0543  -4.5584  -1.2622  0.00
H  -1.9303  -2.2110  -0.1634  0.00
H  1.5359  -4.0470  -1.8863  0.00
H  4.2367  0.0316  -2.5283  0.00
H  3.7839  2.7114  -2.5287  0.00
H  1.6186  2.9963  -0.9029  -0.02
H  3.9843  -3.1316  1.1583  0.00
H  3.2340  -2.6904  3.7120  0.00
H  1.3219  -0.7693  3.5082  -0.04
H  5.1618  -2.2588  -0.1815  0.00
H  6.5837  -3.4797  -2.1372  0.00
H  4.8726  -3.5105  -4.2683  0.00
I  2.1951  -1.9959  -4.3314  0.00
C  0.3755  1.5279  4.6493  0.01
C  0.1745  2.6525  3.6410  -0.08
C  -1.2928  2.8714  3.2742  0.03
P  1.1807  2.3630  2.1335  0.09
C  2.8852  1.9443  2.7216  0.00
C  3.4882  2.8945  3.7662  0.00
C  3.8745  1.7636  1.5673  0.00
C  1.2955  4.0368  1.3342  -0.02
C  1.4934  5.1938  2.3260  0.00
C  0.0682  4.3415  0.4548  -0.01
H  -0.2598  1.6886  5.5208  0.00
H  1.4017  1.4577  5.0030  0.00
H  0.0885  0.5753  4.2115  0.00
H  0.5547  3.5781  4.0779  0.00
H  -1.6949  2.0261  2.7063  -0.01
H  -1.4376  3.7770  2.6875  0.00
H  -1.8872  2.9748  4.1827  0.00
H  2.7621  0.9769  3.2059  0.00
H  3.9395  3.7654  3.2967  0.00
H  4.2882  2.3649  4.2841  0.00
H  2.7820  3.2342  4.5195  0.00
H  4.0716  2.7074  1.0584  0.00
H  3.5350  1.0372  0.8311  0.01
H  4.8273  1.4162  1.9683  0.00
H  2.1906  3.9798  0.7094  0.00
H  0.5765  5.3957  2.8768  0.00
H  1.7189  6.0903  1.7481  0.00
H  2.3005  5.0502  3.0334  0.00
H  -0.5608  5.0895  0.9338  0.00
H  -0.5589  3.4657  0.2752  0.00
H  0.3587  4.7556  -0.5105  0.00

Values from the calculation:
Net charge   +3
F_max   0.72 eV/A
Expectation value of S²   2.0216
2S+1   3
Gap between HOMO and LUMO (alpha / beta)   6.72 / 7.73 eV